[1]
47
Properties=species:S:1:pos:R:3:forces:R:3 method="wB97M-V/def2-TZVPD" homo_energy_ev=-7.8 energy_ev=-330652.9373 smiles="C=CC[C@](F)(OC(=O)C[C@@H](C)F)/C(Cl)=C(/C)Cl.BrCCBr.BrCCBr" lumo_energy_ev=0.037 max_force_ev_per_a=2.809
H 7.560872 -3.008240 1.542087 -0.03 0.08 0.01
H 4.273360 0.195740 3.065996 -0.18 0.29 0.18
H 0.058590 -0.163520 -3.205873 -0.02 -0.08 0.43
H -5.407087 1.187701 -1.480148 -0.03 -0.01 -0.04
H -1.110171 -2.540899 -2.128182 -0.39 0.16 -0.17
Br 9.694917 -2.102283 0.631815 -0.04 -0.04 0.07
O 0.184522 -0.268715 0.199260 0.62 0.57 -0.54
C -2.449330 0.095743 1.698720 0.48 0.03 0.20
H -2.068043 2.013688 2.529293 -1.37 0.75 -1.47
H -5.776085 -0.285200 -2.395722 -0.07 0.04 -0.02
C -1.835898 1.328599 1.696498 -0.07 -0.19 0.03
C -0.461515 0.084172 -2.269217 -0.19 0.21 -0.04
H 7.480271 -0.187786 0.311001 0.05 -0.08 0.01
C -0.839217 1.849070 0.654272 1.05 -0.06 1.18
C -6.184759 0.467484 -1.728038 0.09 0.12 0.29
H -3.523861 -0.011957 1.498534 -0.08 0.19 2.05
C 3.284494 0.632168 3.254789 0.17 -1.09 -0.79
H -0.614773 2.905394 0.877262 0.08 -0.43 0.09
Br 7.252541 -0.357622 2.784844 0.05 0.04 -0.06
C -7.393371 1.165389 -2.292396 -0.05 -0.07 -0.29
C 7.760995 -2.301001 0.742478 0.19 0.00 -0.23
H -2.179003 -0.564288 -3.426199 -0.32 0.69 0.34
H -1.924260 -1.895959 -0.702836 -0.02 0.08 -0.36
H 6.008724 -1.063186 0.775205 0.04 -0.04 0.00
H -1.875599 -0.807120 1.957656 0.06 -0.12 -2.16
O 1.146209 -1.380735 -1.434575 1.67 -2.21 -0.47
Br -6.598521 -0.429835 -0.050251 0.04 -0.05 -0.07
C 2.472463 0.531250 1.963652 1.33 0.08 1.09
H 7.464911 -2.739704 -0.208878 -0.04 0.06 0.02
C -1.967986 -1.934071 -1.805397 -0.13 0.34 0.42
C 0.363773 -0.565277 -1.154104 -1.12 1.56 -0.12
Cl 3.182943 -0.419485 0.686170 -0.25 0.31 0.43
H -7.102676 1.845470 -3.091362 0.05 -0.03 0.04
F 1.264050 1.701978 -0.421182 -0.16 -0.58 -0.19
C 0.482462 1.065511 0.552188 -1.36 1.58 0.82
H -2.919991 -2.407748 -2.079356 0.34 0.08 -0.02
H -0.447774 1.182561 -2.215261 -0.31 -0.36 0.15
C 7.080499 -0.973642 0.945202 -0.23 -0.02 0.18
C -1.891851 -0.499310 -2.367073 1.04 -1.01 0.53
Br -8.624040 -0.096178 -3.120497 -0.02 0.04 0.08
Cl 0.771056 2.083852 3.222255 -0.20 -0.21 -0.69
C 1.311786 1.140369 1.843874 -0.77 -0.36 -0.64
F -2.742969 0.310780 -1.613139 -0.28 -0.04 -0.51
H -7.957738 1.712228 -1.542655 0.06 -0.05 0.03
H 3.377366 1.656583 3.624155 -0.10 -0.27 -0.09
H -1.362747 1.869039 -0.312715 0.24 -0.36 0.29
H 2.782463 -0.021008 3.987850 0.19 0.46 0.01


[2]
51
Properties=species:S:1:pos:R:3:forces:R:3 method="wB97M-V/def2-TZVPD" homo_energy_ev="-14.4 / -14.6" energy_ev=-156467.7919 charge=+2 multiplicity=5 lumo_energy_ev="-5.355 / -5.510" max_force_ev_per_a=2.481
Fe -7.218403 -7.437616 -11.413558 -0.73 -0.30 -0.10
C -6.447804 -6.243961 -6.079679 0.38 -1.19 -0.27
H -9.066831 -10.691516 -16.930388 0.50 -0.15 -0.18
H -6.438794 -7.297157 -5.700042 -0.14 0.90 -0.09
C -5.038626 -6.446378 -9.473518 -0.31 0.61 1.43
C -9.038376 -8.188007 -16.606731 0.18 0.78 -0.75
N -6.016975 -6.777828 -8.548508 1.78 1.11 0.31
C -9.198452 -8.817171 -14.187214 0.34 0.74 -0.96
C -11.487612 -7.299828 -10.920775 1.72 1.00 -1.08
C -6.872621 -9.101672 -16.960485 -0.55 0.15 -0.68
H -7.168503 -8.419854 -8.886507 0.52 0.39 0.03
C -9.650047 -5.597901 -12.063364 -0.08 -0.79 0.09
H -6.905783 -10.750157 -13.940237 0.08 -0.25 0.64
N -4.511163 -5.533228 -7.452126 -0.64 -0.45 -0.24
H -3.319589 -5.277350 -9.127671 0.05 0.00 0.12
H -5.582970 -9.722491 -14.606335 -0.06 -0.31 0.07
H -7.505388 -6.238081 -15.444446 0.35 -0.91 0.78
O -8.212975 -9.038199 -10.981250 -0.28 -0.25 0.36
H -12.063009 -8.003762 -10.446694 -1.87 -1.30 0.97
C -7.083775 -7.275684 -15.409489 0.00 0.39 -1.19
H -11.265921 -4.237323 -12.522951 0.03 -1.04 0.69
C -9.456107 -8.940792 -10.572877 -0.21 0.96 -1.21
C -6.660951 -9.885743 -14.528680 -0.21 0.72 -1.18
H -8.891021 -11.148289 -15.245971 -0.56 -1.10 1.02
H -7.960144 -7.155258 -8.354987 -1.22 1.08 1.14
H -9.817762 -7.940172 -13.976426 -0.13 -0.29 0.18
S -5.005208 -6.896424 -11.120572 0.64 0.32 0.23
C -10.993168 -5.210379 -12.044730 0.53 1.11 -0.99
N -7.178823 -10.207093 -15.925891 -0.31 0.64 -0.38
N -7.592512 -7.899910 -16.678769 0.66 -0.67 1.25
N -9.258089 -6.753553 -11.546281 -0.35 -0.08 -0.04
C -8.733284 -10.380949 -15.943169 0.35 0.54 -0.31
H -9.358376 -8.551222 -17.620845 0.17 0.32 0.98
C -10.159076 -7.632667 -11.013381 1.98 1.09 -0.48
C -11.903556 -6.083810 -11.467263 -0.24 0.31 0.96
H -5.960629 -5.584172 -5.378106 -0.14 0.09 0.38
O -10.103851 -9.761636 -10.010495 -0.53 -1.05 0.88
H -6.770629 -11.101788 -16.169072 0.21 -0.16 -0.51
Br -8.174489 -4.669508 -12.891710 -0.82 0.07 0.37
H -9.450117 -9.670048 -13.551771 -0.15 0.24 0.03
N -4.163425 -5.688073 -8.756956 -1.03 -1.27 -1.11
P -7.438522 -8.327897 -13.903811 0.06 0.63 0.43
H -5.819942 -8.931880 -17.054730 0.74 0.04 0.49
N -7.204918 -7.390477 -8.929961 1.16 -1.29 -1.26
H -12.924765 -5.754419 -11.278187 0.12 -0.14 -0.49
H -7.187365 -9.421114 -17.949885 -0.22 -0.67 0.06
H -7.473536 -5.931935 -6.278387 0.03 0.05 0.14
H -5.963263 -7.183686 -15.478537 -1.02 0.01 0.02
C -5.626130 -6.186983 -7.313119 -0.42 -0.06 -0.81
N -9.384723 -9.178618 -15.605922 0.00 -0.44 0.18
H -9.505801 -7.226608 -16.404176 -0.37 -0.13 0.05


[3]
40
Properties=species:S:1:pos:R:3:forces:R:3 method="wB97M-V/def2-TZVPD" homo_energy_ev=-8.1 energy_ev=-89491.9086 smiles=Brc1ccccc1OCCCCN1CCCCC1 lumo_energy_ev=0.832 max_force_ev_per_a=0.649
H 3.713533 -0.316598 3.472939 0.04 0.01 0.09
H -5.526796 0.044895 -0.796994 -0.08 -0.05 0.02
C 2.405409 0.305448 0.437026 -0.16 0.12 -0.32
H -2.132555 1.259539 -0.838102 -0.02 0.06 -0.06
C -3.145767 1.090087 -0.473079 0.17 0.13 0.13
H -0.824711 -3.392912 -1.203336 0.00 -0.08 0.03
C 3.014976 -1.797479 2.091020 0.02 0.05 0.05
H -3.825925 1.690958 -1.085848 0.06 0.08 -0.01
H 2.263406 -3.065484 0.549856 -0.04 -0.08 -0.05
H -2.148861 -1.084229 0.776244 -0.02 -0.09 -0.01
C -1.304912 -1.279444 -1.199118 -0.05 -0.20 0.33
H -3.028677 2.603289 1.059183 0.08 0.02 0.03
H -4.384581 -0.829052 1.900698 -0.01 -0.06 0.06
C 2.969803 0.557827 1.669674 -0.05 -0.04 -0.07
C -4.676778 1.270276 1.501333 0.19 -0.17 0.18
H -0.173941 -2.493503 0.172594 -0.01 -0.11 0.01
C 3.276782 -0.504112 2.504799 0.04 -0.04 0.07
H 3.249278 -2.629505 2.737760 0.02 -0.07 0.05
H -6.064788 -0.389721 1.577790 -0.01 -0.07 0.05
C -5.030719 -0.199037 1.285003 -0.08 0.13 -0.25
Br 1.937250 1.737319 -0.719794 0.09 0.03 0.19
H -4.753604 1.528848 2.560125 -0.07 0.07 -0.04
C -3.264449 1.540342 0.988683 -0.16 0.01 -0.21
H 3.157615 1.575745 1.974357 0.01 0.08 0.00
H 1.602994 -3.160873 -1.507643 -0.02 0.09 -0.07
C -0.367878 -2.448767 -0.902677 0.24 0.41 -0.18
H -2.541561 0.997913 1.602238 0.06 0.03 0.05
H -0.742782 -0.349999 -1.102127 0.02 0.04 -0.05
O 1.630312 -1.101067 -1.254414 0.24 0.15 0.13
H -2.974921 -2.249970 -0.270934 -0.01 0.01 0.08
H 0.779256 -2.146799 -2.712669 0.05 -0.08 0.09
H -5.078746 -1.611461 -0.363833 -0.03 0.05 -0.05
C 0.960324 -2.282315 -1.643577 -0.34 -0.54 0.11
C 2.141768 -0.994764 -0.005549 0.06 0.26 0.10
N -3.501210 -0.301741 -0.689897 -0.10 -0.10 -0.11
C 2.452301 -2.046810 0.850312 -0.09 -0.08 -0.25
C -2.505626 -1.261771 -0.252352 0.18 0.05 -0.28
C -4.839616 -0.558506 -0.193996 -0.11 -0.13 0.22
H -1.668378 -1.342206 -2.225540 -0.03 0.04 -0.06
H -5.385004 1.894554 0.950362 -0.07 0.06 0.00


[4]
46
Properties=species:S:1:pos:R:3:forces:R:3 method="wB97M-V/def2-TZVPD" homo_energy_ev="-13.1 / -13.0" energy_ev=-80179.0478 charge=+2 multiplicity=2 lumo_energy_ev="-7.569 / -8.384" max_force_ev_per_a=3.320
H 0.943338 0.891442 -1.706255 -0.35 0.36 -0.70
C -0.883811 -3.603371 -0.723698 -0.43 0.05 0.24
O -3.025015 -0.313275 -3.308676 1.38 -0.22 0.64
S -2.219938 0.481206 1.353404 1.23 0.05 -0.74
H 0.904899 -4.369356 -1.635801 0.02 -0.01 0.09
H 3.042448 -3.188204 0.676854 0.09 0.04 0.02
C 0.824028 5.407998 -1.807440 0.09 0.10 -0.06
C 2.400949 3.117454 -1.750156 -0.81 0.22 0.02
H 0.970186 -4.316474 0.140306 0.07 -0.02 -0.03
H -1.402270 -4.561019 -0.661442 0.13 -0.03 -0.06
Cl 3.402324 1.730366 -1.665219 0.18 -0.30 0.00
H 3.331061 -1.456152 0.454359 0.07 -0.05 -0.08
C 2.564435 -2.209512 0.634594 -0.18 0.18 -0.14
O -1.287978 -0.909519 -2.093753 -0.26 0.14 0.05
H -0.934143 1.607283 2.983675 -0.10 0.03 0.00
N -1.882975 -0.371575 -3.013719 -1.15 0.46 -0.78
H 2.525780 -2.033940 2.770266 -0.04 0.03 -0.03
H 0.218276 6.300076 -1.828060 -0.05 0.08 0.03
H -3.202348 -1.786041 -0.425958 -0.04 0.00 -0.01
H -1.232360 -3.054666 -1.597372 0.01 -0.19 0.05
H -0.724939 1.783453 -1.462313 0.09 -0.04 -0.27
S 1.149861 -0.220127 1.990037 -1.24 -0.32 -1.65
H 0.182407 -0.283876 4.185782 -0.02 -0.02 -0.05
H 1.006017 -2.632369 2.075589 0.02 0.06 0.08
H 2.617791 6.418695 -2.448318 0.05 0.08 0.01
C 1.830848 -1.934486 1.933381 -0.12 0.15 0.14
H -3.169678 -1.334462 2.620486 -0.03 0.04 0.02
H -3.659658 -2.973671 0.818061 -0.06 0.15 -0.01
C 0.253710 4.203544 -1.471812 0.21 -0.46 -0.11
C 0.620782 -3.797949 -0.751968 -0.16 0.34 0.01
S -1.285865 -2.627053 0.765625 0.04 0.46 -0.51
Ir -0.190626 -0.342852 -0.147621 0.40 -1.13 3.10
H 4.014096 4.385076 -2.327748 0.10 -0.03 0.01
C -3.029991 -2.108356 0.599419 0.29 -0.38 -0.09
C -1.336028 0.593584 2.956962 0.08 0.00 -0.29
C 2.962523 4.334408 -2.092545 0.04 -0.10 -0.01
C 0.358086 1.757632 -1.382487 -0.61 -2.29 0.16
C 0.996621 2.989376 -1.494454 1.25 1.62 0.60
H -4.323083 -0.633688 1.465133 0.08 -0.02 0.09
C -3.300598 -0.992643 1.594265 0.25 0.01 -0.26
S 1.535078 -2.203083 -0.881891 -0.36 1.31 0.36
C -0.237312 -0.428076 3.187432 0.23 -0.06 -0.05
C 2.178649 5.480344 -2.148114 -0.38 -0.46 0.20
H -0.613827 -1.448526 3.109768 0.08 0.03 -0.01
H -2.096001 0.507678 3.734175 0.03 0.05 0.02
H -0.795748 4.144706 -1.222750 -0.13 0.06 -0.03


[5]
43
Properties=species:S:1:pos:R:3:forces:R:3 method="wB97M-V/def2-TZVPD" homo_energy_ev=-7.9 energy_ev=-36987.6583 lumo_energy_ev=0.413 max_force_ev_per_a=16.823
N -0.351174 1.308750 0.222716 -3.21 -3.54 -0.97
C -1.161956 2.457855 -0.552854 -0.57 -3.50 10.87
H 4.096747 -1.181736 2.609851 0.24 -0.02 0.48
H 2.715222 -2.144959 1.956255 1.11 1.24 0.32
H -1.722883 2.521202 0.521327 0.69 2.16 -2.45
O -0.117390 -1.595669 -1.209734 5.54 1.27 -4.61
H 3.486367 0.715276 0.659305 -0.96 -2.33 1.98
H 5.159782 -1.283951 0.172757 -2.41 -1.93 1.22
H 0.778979 -0.785202 1.033053 2.06 -0.32 -3.33
C 1.670626 -0.359628 0.233493 -6.33 7.21 13.82
C -2.081027 1.988435 -1.452066 -3.63 -5.53 -1.71
H -6.264624 1.199215 0.854939 2.15 -0.38 -2.38
H -0.894864 0.388104 0.561817 1.44 2.85 -1.58
H 2.784193 -0.243949 -1.259903 4.48 2.61 -2.17
H -4.524447 2.633231 -0.389492 1.01 -1.92 0.43
H 1.644851 0.190641 3.041940 -0.02 1.29 -0.14
H 3.504214 -2.445146 -0.107357 2.66 0.88 1.75
O 1.518234 2.196285 -0.279012 2.94 1.11 -2.13
C -5.210200 -0.663596 0.142042 0.47 5.61 0.61
C 4.311813 -2.037043 0.729157 2.07 -0.29 -6.02
H 0.978069 -2.039992 -3.624714 -3.69 -2.13 -3.98
H -2.671815 2.837898 -1.792173 0.20 -0.41 -1.27
C 3.529700 -1.342040 1.702219 -2.77 -1.30 4.02
H -2.176875 -0.957328 -1.162759 1.49 -0.70 -0.58
C 2.753375 -0.110850 1.453970 3.10 2.14 -11.43
C -3.281469 0.915675 -0.745505 8.57 -2.11 -4.71
N 2.062257 -0.672413 -0.890579 -2.93 -9.33 -10.16
C -3.993253 -1.184206 -0.201560 -4.93 3.32 0.59
C -4.333452 1.479721 -0.283432 -0.91 8.39 -0.64
H 4.936989 -2.897787 1.072404 -0.88 0.70 0.09
H 3.154762 0.988400 3.101413 0.49 0.08 0.23
H -1.464901 1.203413 -2.010762 -1.35 1.49 -1.09
N 1.514770 -1.727348 -2.955202 0.97 0.41 0.60
C 2.353347 0.814559 2.396629 -3.31 2.98 5.68
H -0.387696 3.069293 -0.699529 2.29 3.09 -1.04
H 2.416410 -1.608457 -3.170077 4.07 0.62 -0.89
Cl -6.388011 -1.622933 0.795323 -1.58 -1.19 0.78
H -3.851732 -2.090939 -0.130731 0.82 -9.40 1.02
C 0.942301 1.163046 -0.090200 -0.46 -1.36 4.12
C -3.063286 -0.554953 -0.805193 2.07 8.64 -0.98
C 1.066471 -1.324528 -1.853803 -4.83 1.00 11.37
C -5.347624 0.844581 0.155046 -7.14 -7.86 4.79
H 1.909211 1.959058 2.250965 0.99 -3.53 -0.54